Record 1
{
  "formula": "C27H25BrN2O7P",
  "method": "ωB97M-V with the def2-TZVPD basis set",
  "elements": ["C", "C", "O", "C", "O", "N", "C", "C", "C", "C", "C", "Br", "C", "C", "N", "O", "O", "C", "H", "H", "H", "H", "H", "H", "H", "H", "H", "C", "C", "O", "C", "C", "P", "C", "C", "C", "C", "C", "C", "C", "C", "C", "C", "C", "C", "O", "O", "H", "H", "H", "H", "H", "H", "H", "H", "H", "H", "H", "H", "H", "H", "H", "H"],
  "coordinates": [[0.0059, -2.8612, -3.3909], [-1.1949, -2.0435, -3.0120], [-1.0568, -1.6623, -1.6075], [-2.1872, -1.0554, -1.1977], [-3.0981, -0.7443, -1.9507], [-2.2081, -0.8766, 0.1911], [-3.4108, -0.6443, 0.9004], [-4.6408, -0.3146, 0.3745], [-5.7269, -0.2434, 1.2571], [-5.5352, -0.4951, 2.6295], [-4.2601, -0.8096, 3.1375], [-3.9761, -0.9636, 5.0050], [-3.1977, -0.9630, 2.2527], [-1.8020, -1.4443, 2.3246], [-1.1945, -2.2792, 3.3017], [-1.9029, -2.8563, 4.1486], [0.0449, -2.4277, 3.2363], [-1.2356, -1.2774, 1.0940], [0.0189, -2.9785, -4.4788], [0.9581, -2.4089, -3.0852], [-0.0617, -3.8660, -2.9558], [-1.2949, -1.1384, -3.6239], [-2.1140, -2.6331, -3.1005], [-4.7343, -0.1497, -0.6918], [-6.7222, -0.0011, 0.8916], [-6.3802, -0.4558, 3.3148], [-0.2328, -1.5457, 0.7564], [3.6208, -4.0546, 0.0446], [3.4938, -2.7015, 0.6907], [2.1943, -2.1753, 0.3797], [1.9731, -0.9615, 0.9612], [0.8381, -0.2995, 0.3219], [0.7060, 1.4158, 0.7469], [2.3131, 2.2806, 0.8033], [3.3807, 1.9125, -0.0259], [4.5537, 2.6767, -0.0453], [4.6878, 3.7918, 0.7869], [3.6360, 4.1362, 1.6454], [2.4569, 3.3838, 1.6610], [-0.0853, 2.0888, -0.7612], [0.6482, 2.2214, -1.9433], [0.0595, 2.8291, -3.0559], [-1.2551, 3.2940, -2.9877], [-1.9938, 3.1291, -1.8106], [-1.4097, 2.5324, -0.6907], [-0.1032, 1.6849, 1.9716], [2.6395, -0.5382, 1.8949], [4.5924, -4.4805, 0.2979], [2.8474, -4.7414, 0.4012], [3.5551, -3.9843, -1.0455], [3.6049, -2.7746, 1.7765], [4.2483, -2.0115, 0.2899], [0.6799, -0.5216, -0.7286], [3.2949, 1.0358, -0.6743], [5.3519, 2.3912, -0.7303], [5.5988, 4.3909, 0.7599], [3.7247, 5.0020, 2.3035], [1.6354, 3.6487, 2.3341], [1.6856, 1.8795, -1.9841], [0.6512, 2.9508, -3.9636], [-1.7013, 3.7950, -3.8469], [-3.0242, 3.4786, -1.7495], [-1.9593, 2.4337, 0.2515]],
  "atomic_forces_ev_per_a": [[0.3, -0.4, -0.1], [0.2, 0.1, 0.2], [-1.1, 0.1, -0.6], [-0.2, 0.2, -0.2], [1.0, -0.3, 1.0], [-0.3, 0.4, -0.1], [0.1, -0.3, -0.2], [-0.7, 0.3, 0.1], [0.6, -0.3, 0.5], [0.4, 0.0, -0.1], [-0.5, 0.1, -0.4], [-0.4, 0.2, -0.1], [0.7, -0.4, 0.2], [-0.9, 0.7, -0.1], [1.3, -0.6, 0.9], [0.8, 0.7, -1.3], [-1.8, 0.2, 0.0], [-0.4, -2.2, -0.2], [0.0, 0.0, 0.1], [-0.3, 0.0, 0.0], [0.1, 0.2, 0.0], [0.0, -0.2, 0.2], [0.2, 0.2, -0.1], [-0.1, 0.1, 0.3], [0.2, -0.1, 0.1], [0.2, 0.1, -0.1], [-1.2, -0.6, 0.4], [0.0, -0.2, -0.2], [-0.3, -0.1, 0.1], [0.9, -0.6, 0.0], [-1.4, 1.3, -0.4], [3.2, 2.2, -0.1], [-0.6, -1.5, 0.2], [0.3, 0.2, 0.1], [0.1, 0.5, 0.1], [-0.3, -0.1, 0.1], [-0.4, -0.1, 0.0], [0.0, -0.2, -0.1], [0.1, -0.1, -0.3], [0.2, 0.3, 0.2], [-0.4, 0.2, -0.2], [0.1, -0.1, 0.2], [-0.1, -0.1, 0.2], [0.1, 0.0, 0.0], [0.1, 0.1, -0.2], [0.0, 0.6, -0.1], [0.1, -0.4, -0.3], [0.0, -0.1, 0.0], [0.0, 0.1, 0.0], [-0.1, 0.0, 0.1], [0.1, 0.1, -0.2], [0.0, -0.1, 0.2], [0.0, -0.1, 0.2], [0.0, 0.2, 0.3], [-0.1, 0.1, 0.2], [-0.2, -0.2, 0.0], [0.0, -0.2, -0.2], [0.3, -0.2, -0.3], [-0.4, 0.1, 0.0], [-0.2, 0.0, 0.1], [0.1, -0.2, 0.2], [0.2, 0.0, -0.1], [0.3, 0.0, -0.3]],
  "e_lumo_ha": 0.09597,
  "spin_multiplicity": 1,
  "charge": -1,
  "homo_lumo_gap_ha": 0.24720,
  "de_lowest_kcal_mol": 7.2,
  "energy_ev": -125048.0513,
  "homo_ha": -0.151
}

---

Record 2
{
  "formula": "C27H25Cl3N5O4PSSeTi",
  "method": "ωB97M-V with the def2-TZVPD basis set",
  "elements": ["Ti", "N", "P", "C", "C", "C", "C", "C", "C", "C", "C", "C", "C", "C", "C", "C", "C", "C", "C", "C", "N", "H", "H", "H", "H", "H", "H", "H", "H", "H", "H", "H", "H", "H", "H", "H", "Cl", "C", "C", "C", "Cl", "C", "O", "C", "Cl", "C", "H", "H", "C", "N", "C", "C", "N", "C", "S", "H", "H", "H", "H", "H", "H", "H", "H", "O", "N", "O", "O", "Se"],
  "coordinates": [[1.2838, -0.7308, 0.9548], [-2.6568, -0.0034, -0.7805], [-1.7028, 1.3841, -0.4656], [-2.8924, 2.3934, 0.5246], [-4.0989, 2.8846, 0.0222], [-4.9673, 3.5904, 0.8388], [-4.6372, 3.8188, 2.1709], [-3.4402, 3.3397, 2.6782], [-2.5698, 2.6299, 1.8573], [-1.8970, 2.2309, -2.0795], [-1.6245, 3.6001, -2.1156], [-1.6895, 4.3053, -3.3057], [-2.0238, 3.6494, -4.4850], [-2.2800, 2.2882, -4.4613], [-2.2127, 1.5801, -3.2670], [-2.5637, -1.2115, -0.1138], [-3.5840, -2.1529, -0.3204], [-3.5577, -3.3334, 0.3820], [-2.5250, -3.5575, 1.2818], [-1.5450, -2.5944, 1.3930], [-1.5325, -1.4427, 0.7046], [-3.5204, 0.1136, -1.2891], [-4.3505, 2.7250, -1.0210], [-5.8999, 3.9690, 0.4379], [-5.3139, 4.3750, 2.8080], [-3.1773, 3.5202, 3.7131], [-1.6303, 2.2566, 2.2497], [-1.3586, 4.1168, -1.1993], [-1.4733, 5.3665, -3.3150], [-2.0712, 4.1974, -5.4178], [-2.5192, 1.7643, -5.3786], [-2.3719, 0.5099, -3.2734], [-4.3778, -1.9356, -1.0244], [-4.3371, -4.0715, 0.2358], [-2.4597, -4.4658, 1.8638], [-0.6999, -2.7582, 2.0465], [5.9507, -2.2525, 6.5981], [5.0738, -1.6829, 5.1975], [3.6991, -1.7910, 5.1606], [3.0156, -1.3361, 4.0477], [1.2795, -1.4535, 4.0346], [3.6524, -0.7617, 2.9300], [3.0460, -0.3170, 1.8777], [5.0605, -0.6841, 3.0380], [5.9279, 0.0044, 1.6964], [5.7668, -1.1271, 4.1355], [3.1532, -2.2246, 5.9864], [6.8437, -1.0424, 4.1570], [1.5611, -3.6615, -3.1365], [2.3107, -2.4554, -2.8784], [3.6674, -2.5511, -2.3439], [3.9684, -1.1191, -1.8704], [2.7018, -0.4386, -2.1167], [1.7374, -1.2834, -2.5429], [0.1086, -0.8882, -2.6203], [2.1092, -4.2786, -3.8517], [0.5952, -3.3881, -3.5530], [1.4052, -4.2169, -2.2073], [4.3603, -2.8921, -3.1162], [3.6712, -3.2531, -1.5069], [4.7688, -0.6582, -2.4522], [4.2288, -1.0910, -0.8113], [2.4390, 0.4133, -1.6506], [0.4997, 1.0721, 1.9473], [1.1460, 1.7971, 1.1266], [1.3458, 2.9657, 1.3226], [1.5160, 1.2108, 0.0568], [1.6683, -2.9661, 0.4956]],
  "atomic_forces_ev_per_a": [[0.4, -0.9, 0.3], [0.1, -0.1, 0.0], [0.0, 0.0, -0.1], [0.0, 0.0, -0.1], [0.0, 0.0, 0.1], [0.0, 0.0, 0.0], [0.0, 0.0, 0.0], [0.0, 0.0, 0.0], [0.0, 0.0, 0.0], [0.0, 0.0, 0.1], [0.0, 0.0, 0.0], [0.0, 0.0, 0.0], [0.0, 0.0, 0.0], [0.0, 0.0, 0.0], [0.0, 0.0, 0.0], [0.2, 0.0, 0.1], [-0.1, -0.1, 0.0], [0.0, 0.0, 0.0], [0.0, -0.1, 0.1], [0.0, 0.0, 0.0], [-0.1, 0.1, 0.0], [0.0, 0.0, 0.0], [0.0, 0.0, 0.0], [0.0, 0.0, 0.0], [0.0, 0.0, 0.0], [0.0, 0.0, 0.0], [0.0, 0.0, 0.0], [0.0, 0.0, 0.0], [0.0, 0.0, 0.0], [0.0, 0.0, 0.0], [0.0, 0.0, 0.0], [0.0, 0.0, 0.0], [0.0, 0.0, 0.0], [0.0, 0.0, 0.0], [0.0, 0.0, 0.0], [0.0, 0.0, 0.0], [0.0, 0.0, 0.0], [0.1, 0.0, 0.0], [-0.1, 0.0, 0.0], [0.0, 0.0, 0.0], [0.0, 0.1, -0.1], [0.1, 0.0, -0.2], [-0.7, 0.1, 0.0], [0.0, 0.0, -0.1], [0.0, 0.0, 0.1], [0.0, 0.0, 0.0], [0.0, 0.0, 0.0], [0.0, 0.0, 0.0], [0.0, 0.0, 0.0], [-0.1, 0.0, 0.1], [0.0, 0.0, 0.0], [0.0, 0.0, -0.1], [0.0, -0.1, 0.0], [0.0, 0.0, 0.0], [0.1, 0.0, -0.1], [0.0, 0.0, 0.0], [0.0, 0.0, 0.0], [0.0, 0.0, 0.0], [0.0, 0.0, 0.0], [0.0, 0.0, 0.0], [0.0, 0.0, 0.0], [0.0, 0.0, 0.0], [0.0, 0.1, 0.0], [0.3, -0.1, -0.1], [-0.5, 0.5, -0.1], [0.1, 0.0, -0.1], [0.2, -0.1, 0.3], [-0.1, 0.2, 0.0]],
  "e_lumo_ha": [0.09195, 0.09193],
  "spin_multiplicity": 2,
  "charge": -1,
  "homo_lumo_gap_ha": [0.24812, 0.25210],
  "de_lowest_kcal_mol": 43.2,
  "energy_ev": -190201.2694,
  "homo_ha": [-0.156, -0.160]
}

---

Record 3
{
  "formula": "C27H25Cl3N9NiO4PS",
  "method": "ωB97M-V with the def2-TZVPD basis set",
  "elements": ["Ni", "N", "C", "N", "N", "N", "N", "C", "N", "N", "N", "N", "H", "O", "C", "C", "C", "C", "C", "C", "C", "P", "C", "C", "C", "C", "C", "C", "C", "C", "C", "C", "C", "C", "H", "H", "H", "H", "H", "H", "H", "H", "H", "H", "H", "H", "H", "H", "C", "C", "S", "O", "C", "C", "H", "H", "H", "H", "H", "H", "H", "H", "H", "H", "Cl", "C", "Cl", "Cl", "C", "O", "O"],
  "coordinates": [[-0.6195, -1.4567, -1.2327], [-0.0325, -0.2217, -4.4556], [-0.9908, -1.2133, -4.3041], [-1.6627, -1.6889, -5.3407], [-2.5071, -2.5873, -4.7988], [-2.3501, -2.6347, -3.5195], [-1.3829, -1.7698, -3.1516], [0.6335, 0.3864, -3.4349], [1.4849, 1.4148, -3.5990], [1.8892, 1.7216, -2.3800], [1.3136, 0.9224, -1.5300], [0.5030, 0.0661, -2.1584], [0.2042, 0.0396, -5.3939], [1.1226, -2.2771, -0.7346], [0.7890, -1.4560, 0.1785], [0.7699, -1.5815, 1.6208], [0.2820, -2.5774, 2.4823], [0.3044, -2.3214, 3.8390], [0.8116, -1.1128, 4.3497], [1.3218, -0.1382, 3.4972], [1.3253, -0.3748, 2.1291], [1.6657, 0.3681, 0.4700], [1.7015, 2.1329, 0.9422], [0.8617, 3.1130, 0.4185], [0.8463, 4.3912, 0.9541], [1.6723, 4.7180, 2.0220], [2.5237, 3.7514, 2.5441], [2.5396, 2.4757, 2.0098], [3.4122, -0.0300, 0.1607], [4.2883, 0.9004, -0.4101], [5.6184, 0.5771, -0.6226], [6.1069, -0.6699, -0.2563], [5.2438, -1.5950, 0.3195], [3.9137, -1.2784, 0.5328], [-0.1254, -3.5000, 2.0854], [-0.0899, -3.0622, 4.5263], [0.8117, -0.9452, 5.4225], [1.7160, 0.7842, 3.9117], [0.2225, 2.8675, -0.4203], [0.1850, 5.1448, 0.5415], [1.6602, 5.7190, 2.4363], [3.1744, 3.9968, 3.3759], [3.2210, 1.7260, 2.3918], [3.9067, 1.8665, -0.7080], [6.2826, 1.2987, -1.0856], [7.1462, -0.9243, -0.4282], [5.6132, -2.5767, 0.5922], [3.2464, -2.0090, 0.9729], [-3.9322, 1.5956, 1.1017], [-3.0170, 2.4105, 0.2086], [-2.1968, 1.3759, -1.0731], [-1.7194, 0.1802, -0.3314], [-3.6865, 0.8641, -2.0475], [-4.3093, -0.4275, -1.5466], [-4.1398, 2.1260, 2.0327], [-3.4463, 0.6510, 1.3517], [-4.8788, 1.3772, 0.6078], [-2.1737, 2.8183, 0.7696], [-3.5223, 3.2238, -0.3170], [-3.2894, 0.7334, -3.0559], [-4.3718, 1.7150, -2.0491], [-3.5357, -1.1008, -1.1795], [-4.8104, -0.9462, -2.3632], [-5.0220, -0.2626, -0.7395], [-4.1221, -2.3560, 1.6477], [-3.7710, -3.8288, 0.7164], [-4.1910, -5.2352, 1.7143], [-4.7781, -3.8491, -0.7450], [-2.1826, -3.8309, 0.2670], [-1.5771, -4.8419, 0.5751], [-1.9011, -2.7717, -0.3074]],
  "atomic_forces_ev_per_a": [[-0.1, 0.0, -0.2], [0.0, -0.1, -0.1], [-0.4, -0.2, 0.2], [0.2, 0.2, -0.1], [0.0, 0.0, 0.1], [-0.1, -0.1, 0.0], [0.1, 0.3, -0.3], [0.2, 0.3, 0.4], [-0.1, -0.1, -0.4], [0.0, -0.1, 0.2], [0.1, 0.3, -0.5], [0.0, 0.1, -0.3], [0.0, 0.0, 0.0], [0.8, -0.7, -0.3], [-0.8, 0.2, 0.5], [0.6, 0.9, -0.6], [0.1, -0.4, 0.2], [0.0, 0.2, -0.2], [0.0, -0.1, 0.3], [-0.1, 0.1, -0.3], [-0.1, 0.0, 0.4], [0.3, -1.3, 1.1], [-0.2, 0.3, 0.0], [0.0, -0.3, -0.1], [0.0, 0.2, 0.1], [0.0, -0.1, -0.1], [0.0, 0.2, 0.1], [0.0, -0.1, -0.3], [0.5, 0.4, 0.3], [-0.3, -0.2, 0.0], [0.2, 0.0, 0.0], [-0.1, 0.0, 0.0], [0.1, 0.0, 0.0], [-0.2, -0.1, -0.1], [0.0, 0.0, 0.0], [0.0, 0.0, 0.0], [0.0, 0.0, 0.0], [0.0, 0.0, 0.0], [0.0, 0.0, 0.0], [0.0, 0.0, 0.0], [0.0, 0.0, 0.0], [0.0, 0.0, 0.0], [0.0, 0.0, 0.1], [0.0, 0.1, 0.0], [0.0, 0.0, 0.0], [0.0, 0.0, 0.0], [0.0, 0.0, 0.0], [0.0, 0.0, 0.0], [0.0, 0.0, 0.1], [0.2, -0.4, -0.3], [-0.7, 0.7, -0.3], [-0.2, -0.1, 0.4], [0.3, 0.0, 0.1], [0.0, 0.0, 0.0], [0.0, 0.0, 0.0], [0.0, 0.0, 0.0], [0.0, 0.0, 0.1], [0.0, 0.0, 0.0], [0.0, 0.0, 0.0], [0.0, 0.0, 0.0], [0.0, 0.0, 0.0], [0.0, -0.1, 0.0], [0.0, 0.0, 0.0], [0.0, 0.0, 0.0], [0.0, 0.1, 0.1], [0.5, 0.0, -0.2], [0.0, -0.1, 0.1], [0.0, 0.0, -0.1], [-0.7, -0.1, 0.3], [0.2, 0.1, -0.1], [-0.2, 0.0, 0.0]],
  "e_lumo_ha": [0.14387, 0.14365],
  "spin_multiplicity": 3,
  "charge": -2,
  "homo_lumo_gap_ha": [0.12605, 0.18799],
  "de_lowest_kcal_mol": 29.7,
  "energy_ev": -148739.3004,
  "homo_ha": [0.018, -0.044]
}